Entry 1:
The following is a quantum chemistry calculation of an isolated ion of composition C4H10N4O and charge +2 at a distorted geometry, from OMol25.

Last column: natural (NBO) charge in e.
Geometry (Å):
C -0.729 1.421 -0.115  0.47
C -0.735 -1.053 -0.123  0.72
C -0.358 2.574 -0.510  -0.36
C 0.749 -1.160 -0.397  -0.31
N -1.322 0.296 0.090  -0.24
N 1.521 -0.040 -0.139  -0.53
N -2.650 0.027 0.489  -0.62
N 2.735 -0.167 0.610  -0.49
O -1.455 -2.063 -0.267  -0.54
H -0.713 2.842 -1.502  0.32
H 0.484 3.207 0.061  0.35
H 1.250 -2.031 -0.213  0.25
H 0.428 -1.134 -1.532  0.31
H -3.270 0.781 0.720  0.43
H -2.694 -0.574 1.222  0.39
H -2.452 -2.004 -0.509  0.58
H 2.619 -0.150 1.561  0.42
H 3.433 0.392 0.220  0.44
H 3.158 -1.163 0.333  0.41

2S+1: 1
E_HOMO (spin up / spin down): -16.450 / -16.448 eV
Molar mass: 130.15 g/mol
Total charge: +2
ΔE to the lowest compared entry with this formula, charge and spin: 179.3 kcal/mol


Entry 2:
The following is a quantum chemistry calculation of C11H15FeN2O3 as an isolated structure at a distorted geometry, from OMol25.

Last column: natural (NBO) charge in e.
Geometry (Å):
O 1.626 -2.680 0.814  -0.46
C 1.210 -1.603 0.670  0.55
Fe 0.849 0.090 0.325  0.16
C 2.111 0.647 1.486  0.50
O 3.128 0.781 2.031  -0.43
C 2.048 0.079 -0.965  0.54
O 3.040 -0.031 -1.577  -0.44
C -1.059 0.017 1.540  -0.35
C -1.624 -0.794 0.434  -0.45
C -0.745 -0.527 -0.739  -0.36
C -0.576 0.827 -1.102  -0.19
C -0.555 1.765 -0.076  -0.38
C -0.624 1.305 1.257  -0.24
H -1.077 -0.372 2.562  0.22
H -1.685 -1.867 0.675  0.22
H -2.662 -0.466 0.199  0.16
H -0.630 -1.299 -1.495  0.24
H -0.363 1.121 -2.134  0.25
H -0.367 2.820 -0.276  0.25
H -0.382 2.001 2.067  0.24
C -3.394 0.654 4.743  -0.46
N -3.417 -0.057 3.467  -0.19
N -4.722 -0.592 3.236  -0.19
C -5.065 -1.686 4.128  -0.47
H -2.362 0.763 5.096  0.25
H -3.852 1.652 4.637  0.24
H -3.976 0.080 5.468  0.22
H -3.240 0.611 2.716  0.42
H -4.772 -0.876 2.265  0.41
H -6.147 -1.839 4.047  0.26
H -4.572 -2.630 3.848  0.25
H -4.831 -1.443 5.165  0.23

2S+1: 5
E_HOMO (spin up / spin down): -8.649 / -11.013 eV
Molar mass: 279.10 g/mol
Total charge: +1
ΔE to the lowest compared entry with this formula, charge and spin: 17.1 kcal/mol


Entry 3:
The following is a quantum chemistry calculation of C51H45N10PPdS as an isolated structure at a distorted geometry, from OMol25.

Last column: Mulliken charge in e.
Geometry (Å):
Pd 0.043 1.091 0.497  -1.11
C 2.293 -3.324 2.878  -1.13
N 2.261 -2.083 2.152  0.75
C 1.169 -1.561 1.538  -1.95
N 1.487 -0.396 1.012  1.42
C 2.782 -0.119 1.287  -0.65
C 3.292 -1.193 2.017  1.01
C 4.651 -1.457 2.475  -0.09
C 5.295 -2.628 2.069  -0.38
C 6.618 -2.848 2.402  -0.77
C 7.312 -1.907 3.146  -0.55
C 6.672 -0.756 3.580  -0.66
C 5.349 -0.530 3.253  -0.11
C 3.395 1.051 0.670  0.51
C 2.585 2.008 0.049  0.73
C 3.139 3.068 -0.641  -1.35
C 4.518 3.200 -0.717  -0.84
C 5.332 2.260 -0.110  -0.87
C 4.780 1.196 0.578  -0.57
P -0.349 -2.515 1.136  -0.75
C -0.234 -2.042 -0.638  -0.31
N -0.187 -0.782 -1.050  1.06
C -0.068 -0.803 -2.399  -0.72
C -0.066 -2.124 -2.828  0.62
N -0.166 -2.886 -1.695  0.66
C -0.161 -4.322 -1.633  -1.13
C -0.056 -2.670 -4.182  -0.27
C -1.002 -2.225 -5.107  -0.11
C -1.036 -2.762 -6.381  -0.82
C -0.117 -3.729 -6.756  -0.43
C 0.844 -4.155 -5.854  -0.82
C 0.874 -3.633 -4.573  -0.22
C 0.170 0.443 -3.109  0.09
C 1.045 0.504 -4.191  -0.69
C 1.335 1.723 -4.771  -0.79
C 0.768 2.886 -4.275  -0.69
C -0.109 2.831 -3.201  -0.66
C -0.411 1.614 -2.617  0.14
C -1.724 -1.295 1.303  -0.35
N -1.658 0.021 1.241  0.07
C -2.881 0.489 0.864  0.23
C -3.729 -0.594 0.710  0.62
N -2.986 -1.701 1.007  0.49
C -3.455 -3.057 0.933  -0.99
C -5.061 -0.677 0.102  -1.31
C -5.143 -0.522 -1.282  -0.18
C -6.367 -0.613 -1.916  -0.87
C -7.514 -0.851 -1.177  -0.42
C -7.436 -1.001 0.197  -0.86
C -6.214 -0.919 0.840  0.31
C -3.124 1.909 0.634  1.35
C -2.059 2.772 0.360  -0.72
C -2.289 4.110 0.092  -0.87
C -3.584 4.607 0.097  -0.85
C -4.646 3.760 0.377  -0.82
C -4.421 2.422 0.641  -0.64
H 1.347 -3.464 3.399  0.43
H 3.102 -3.299 3.607  0.46
H 2.448 -4.164 2.198  0.37
H 4.768 -3.347 1.461  0.43
H 7.114 -3.745 2.068  0.44
H 8.349 -2.069 3.387  0.44
H 7.211 -0.028 4.166  0.46
H 4.849 0.366 3.593  0.53
H 1.459 1.906 0.064  1.37
H 2.505 3.792 -1.130  0.55
H 4.952 4.026 -1.257  0.45
H 6.405 2.343 -0.182  0.49
H 5.421 0.456 1.029  0.47
H -0.776 -4.739 -2.432  0.37
H -0.552 -4.647 -0.668  0.46
H 0.853 -4.708 -1.748  0.35
H -1.716 -1.470 -4.816  0.48
H -1.782 -2.427 -7.085  0.44
H -0.144 -4.145 -7.750  0.43
H 1.574 -4.893 -6.149  0.42
H 1.642 -3.951 -3.885  0.44
H 1.499 -0.404 -4.561  0.57
H 2.010 1.767 -5.611  0.47
H 1.000 3.834 -4.734  0.47
H -0.574 3.735 -2.836  0.51
H -1.182 1.541 -1.847  0.44
H -4.491 -3.110 1.266  0.40
H -2.839 -3.688 1.573  0.46
H -3.400 -3.420 -0.095  0.31
H -4.243 -0.332 -1.848  0.61
H -6.428 -0.496 -2.985  0.46
H -8.468 -0.918 -1.673  0.43
H -8.331 -1.178 0.768  0.45
H -6.152 -1.024 1.914  0.52
H -1.005 2.377 0.323  1.27
H -1.465 4.769 -0.141  0.64
H -3.768 5.646 -0.121  0.48
H -5.656 4.137 0.384  0.47
H -5.249 1.764 0.853  0.59
C -0.008 5.017 4.809  -1.30
C -0.105 3.559 5.000  0.93
N -0.341 2.956 6.113  -0.84
N -0.347 1.638 5.848  0.26
C -0.113 1.390 4.546  0.11
S 0.016 -0.071 3.795  -0.36
N 0.043 2.630 3.980  0.15
N 0.304 2.873 2.635  -0.24
H -0.102 5.495 5.779  0.36
H -0.809 5.381 4.164  0.31
H 0.951 5.296 4.369  0.31
H -0.510 0.964 6.579  0.19
H 1.281 3.160 2.520  0.31
H -0.304 3.636 2.327  0.24

2S+1: 1
E_HOMO (spin up / spin down): -12.292 / -12.292 eV
Molar mass: 967.45 g/mol
Total charge: +2
ΔE to the lowest compared entry with this formula, charge and spin: 93.6 kcal/mol


Entry 4:
The following is a quantum chemistry calculation of a 3-piece molecular cluster, C18H20O4S2 overall at a distorted geometry, from OMol25.

Last column: natural (NBO) charge in e.
Geometry (Å):
C -0.135 3.709 -2.727  -0.80
S 1.286 3.994 -1.563  1.22
O 0.788 4.336 -0.202  -0.96
C 1.987 2.317 -1.615  -0.85
H -0.671 4.651 -2.836  0.24
H -0.667 2.910 -2.212  0.23
H 0.346 3.379 -3.648  0.22
H 1.294 1.476 -1.580  0.22
H 2.716 2.148 -0.822  0.24
H 2.478 2.218 -2.584  0.23
C 5.129 1.139 -1.948  -0.79
S 6.981 1.404 -1.847  1.18
O 7.310 1.086 -0.361  -0.96
C 7.354 -0.143 -2.737  -0.81
H 5.174 0.111 -1.590  0.22
H 4.735 1.139 -2.964  0.22
H 4.611 1.765 -1.222  0.24
H 6.892 -0.104 -3.724  0.22
H 7.008 -0.980 -2.130  0.24
H 8.420 -0.190 -2.962  0.24
C 0.397 -1.759 0.281  -0.19
C 0.289 -0.380 0.428  -0.21
C -0.897 0.193 0.839  -0.16
C -2.059 -0.649 1.110  -0.10
C -1.966 -2.046 0.918  -0.13
C -0.743 -2.598 0.432  -0.15
C -3.148 -2.945 1.174  0.55
O -3.008 -4.192 0.989  -0.53
C -4.295 -2.341 1.992  -0.12
C -5.174 -3.184 2.585  -0.17
C -6.185 -2.711 3.428  -0.17
C -6.270 -1.295 3.641  -0.19
C -5.392 -0.472 3.012  -0.17
C -4.364 -0.948 2.205  -0.11
C -3.383 0.005 1.532  0.55
O -3.441 1.226 1.524  -0.51
H 1.381 -2.132 0.041  0.21
H 1.144 0.173 0.069  0.21
H -1.157 1.240 0.783  0.25
H -0.497 -3.646 0.344  0.24
H -5.079 -4.252 2.455  0.24
H -6.753 -3.418 4.014  0.22
H -7.010 -0.828 4.273  0.22
H -5.423 0.591 3.202  0.23

2S+1: 1
E_HOMO: -8.980 eV
Molar mass: 364.49 g/mol
ΔE to the lowest compared entry with this formula, charge and spin: 23.6 kcal/mol


Computed DFT total energy, in the same sequence as the records: -12292.7486 -55146.4671 -92108.3983 -48847.9058 eV.